Entry 1:
C2H2KO | ωB97M-V with the def2-TZVPD basis set

spin multiplicity = 2
energy relative to the best compared isomer or geometry (same formula, charge and spin) = 16.5 kcal per mole
strongest force on any atom = 1.764 eV Å⁻¹
HOMO level (alpha / beta) = -4.73 / -5.31 eV
M = 81.13 g/mol
frontier orbital gap (alpha / beta) = 3.729 / 4.114 eV

Last column: Mulliken charge in e.
Geometry (Å):
H -1.676 -0.659 -0.383  0.22
O 0.295 -0.359 0.247  -0.22
C -1.125 0.114 0.179  -0.75
C 0.721 -0.381 -0.963  -0.26
H -1.152 1.206 0.046  0.20
K 2.936 0.079 0.874  0.81


Entry 2:
C2H2LiMnO2 | ωB97M-V with the def2-TZVPD basis set

spin multiplicity = 6
charge = +1
strongest force on any atom = 1.958 eV Å⁻¹
HOMO level (alpha / beta) = -12.70 / -13.50 eV
M = 119.91 g/mol
frontier orbital gap (alpha / beta) = 8.901 / 9.023 eV

Last column: Mulliken charge in e.
Geometry (Å):
O -0.557 -0.765 0.815  -0.52
C -1.383 -0.062 0.338  0.76
C -1.958 0.838 -0.412  -0.67
O 2.849 -0.628 0.302  -1.12
Li 4.306 -0.467 -0.559  0.89
Mn 1.321 -1.267 0.843  1.11
H -2.114 1.838 -0.004  0.27
H -2.464 0.513 -1.323  0.28


Entry 3:
C2H2LiNaO2 | ωB97M-V with the def2-TZVPD basis set

spin multiplicity = 1
energy relative to the best compared isomer or geometry (same formula, charge and spin) = 48.4 kcal per mole
strongest force on any atom = 1.214 eV Å⁻¹
HOMO level = -5.82 eV
M = 87.97 g/mol
frontier orbital gap = 5.739 eV

Last column: Mulliken charge in e.
Geometry (Å):
O 0.829 -0.634 -0.473  -0.39
C 1.267 0.338 -0.957  0.76
C 1.613 1.530 -1.374  -0.83
O -2.894 -1.967 1.739  -1.45
Li -3.534 -1.202 3.100  0.69
Na -0.885 -2.028 1.126  0.73
H 1.187 1.907 -2.304  0.24
H 2.416 2.057 -0.857  0.24